# 1
ORCA calculation (ωB97M-V/def2-TZVPD) on a 2-piece molecular cluster, C3H9NO3 overall at a distorted geometry.

Bonds (Å) are listed after each position.
Element x y z (Å)
1 O -2.4808 1.8739 3.6197  C3 1.233
2 O -2.2051 0.4811 1.8325  C3 1.409, C6 1.392
3 C -2.1458 0.7595 3.2124  O1 1.233, O2 1.409, H7 1.108
4 N -1.1707 -0.8526 0.1709  C5 1.458, C6 1.424, H8 1.028
5 C 0.0000 0.0000 0.0000  N4 1.458, H9 1.103, H10 1.103, H11 1.103
6 C -1.7591 -0.7855 1.4660  O2 1.392, N4 1.424, H12 1.107, H13 1.107
7 H -1.8040 -0.0980 3.8252  C3 1.108
8 H -1.0132 -1.7897 -0.2212  N4 1.028
9 H -0.1800 0.9908 0.4499  C5 1.103
10 H 0.2510 0.1377 -1.0652  C5 1.103
11 H 0.8619 -0.4654 0.5072  C5 1.103
12 H -2.5803 -1.5271 1.4976  C6 1.107
13 H -0.9726 -1.1242 2.1676  C6 1.107
14 O 2.6761 -0.9161 2.9317  H15 0.984, H16 0.984
15 H 3.5523 -0.8148 2.4955  O14 0.984
16 H 2.8864 -1.2247 3.8421  O14 0.984

Results
**SMILES**: CNCOC=O.O
**Frontier orbital gap**: 9.4 eV
**Energy relative to the best compared isomer or geometry (same formula, charge and spin)**: 48.55 kcal/mol
**Max |F|**: 3.8 eV/A
**Multiplicity**: 1
**E_tot**: -400.144124 Eh

# 2
ORCA calculation (ωB97M-V/def2-TZVPD) on a 2-piece molecular cluster, C3H9NO3 overall at a distorted geometry.

Bonds (Å) are listed after each position.
Element x y z (Å)
1 C -1.2234 1.0095 -1.7620  N2 1.443, H7 1.079, H8 1.090, H9 1.104
2 N -0.6076 -0.2858 -1.6038  C1 1.443, C3 1.431, H10 1.008
3 C 0.3326 -0.3286 -0.5254  N2 1.431, C4 1.498, H11 1.104, H12 1.094
4 C 0.8909 -1.7003 -0.3030  C3 1.498, O5 1.371, O6 1.194
5 O 2.1524 -1.5977 0.2246  C4 1.371, H13 0.972
6 O 0.3789 -2.7629 -0.4869  C4 1.194
7 H -1.9019 0.9893 -2.6010  C1 1.079
8 H -1.7223 1.2663 -0.8277  C1 1.090
9 H -0.4780 1.8075 -1.9268  C1 1.104
10 H -0.2065 -0.6164 -2.4676  N2 1.008
11 H 1.1807 0.3741 -0.6008  C3 1.104
12 H -0.1428 -0.0599 0.4222  C3 1.094
13 H 2.4241 -2.5228 0.3505  O5 0.972
14 H -0.2171 0.7172 3.8964  O16 0.970
15 H -0.6335 2.0410 4.5006  O16 0.963
16 O -0.2265 1.6694 3.7106  H14 0.970, H15 0.963

Results
**SMILES**: CNCC(=O)O.O
**Frontier orbital gap**: 9.6 eV
**Energy relative to the best compared isomer or geometry (same formula, charge and spin)**: 25.45 kcal/mol
**Max |F|**: 1.1 eV/A
**Multiplicity**: 1
**E_tot**: -400.180935 Eh

# 3
ORCA calculation (ωB97M-V/def2-TZVPD) on a 2-piece molecular cluster, C3H9NO3 overall at a distorted geometry.

Bonds (Å) are listed after each position.
Element x y z (Å)
1 C 0.1729 -0.3131 -1.0945  C2 1.560, N6 1.470, H7 1.138, H8 1.092
2 C 1.2857 0.2632 -0.1648  C1 1.560, C3 1.524, H9 1.094, H10 1.090
3 C 0.6384 0.8155 1.0997  C2 1.524, O4 1.372, O5 1.196
4 O 1.5748 1.1365 2.0503  C3 1.372, H11 0.976
5 O -0.5334 1.0343 1.1936  C3 1.196
6 N 0.5169 -1.6942 -1.4608  C1 1.470, H12 1.007, H13 1.008
7 H -0.0878 0.3744 -1.9627  C1 1.138
8 H -0.8050 -0.4456 -0.6271  C1 1.092
9 H 1.7411 1.1414 -0.6328  C2 1.094
10 H 2.0843 -0.4292 0.0996  C2 1.090
11 H 1.3030 1.9867 2.4453  O4 0.976
12 H 0.7600 -2.3010 -0.6943  N6 1.007
13 H 1.2776 -1.6859 -2.1222  N6 1.008
14 H -3.0889 -0.6472 0.9665  O16 0.966
15 H -3.1612 0.7794 0.3694  O16 0.962
16 O -3.6781 -0.0152 0.5348  H14 0.966, H15 0.962

Results
**SMILES**: NCCC(=O)O.O
**Frontier orbital gap**: 9.8 eV
**Energy relative to the best compared isomer or geometry (same formula, charge and spin)**: 28.27 kcal/mol
**Max |F|**: 1.8 eV/A
**Multiplicity**: 1
**E_tot**: -400.176433 Eh

# 4
ORCA calculation (ωB97M-V/def2-TZVPD) on a 2-piece molecular cluster, C3H9NO3 overall at a distorted geometry.

Bonds (Å) are listed after each position.
Element x y z (Å)
1 C -2.1436 0.6719 1.0948  N2 1.457, H6 1.093, H7 1.094, H8 1.093
2 N -1.0740 0.0760 0.3046  C1 1.457, O3 1.452, H5 1.039
3 O -1.6348 -1.1298 -0.2779  N2 1.452, H4 0.978
4 H -1.3473 -1.0628 -1.2101  O3 0.978
5 H -0.3406 -0.2678 0.9544  N2 1.039
6 H -3.0264 0.8600 0.4783  C1 1.093
7 H -2.4226 0.0120 1.9212  C1 1.094
8 H -1.8029 1.6239 1.5100  C1 1.093
9 C 2.0531 -0.7515 0.0652  C10 1.553, H14 1.094, H15 1.094, H16 1.091
10 C 1.4938 0.4541 -0.7379  C9 1.553, O11 1.351, O12 1.217
11 O 1.0436 0.0727 -1.9532  C10 1.351, H13 0.980
12 O 1.7271 1.6218 -0.4883  C10 1.217
13 H 0.8959 0.9227 -2.4172  O11 0.980
14 H 1.3513 -1.5910 0.0555  C9 1.094
15 H 2.2397 -0.4356 1.0954  C9 1.094
16 H 2.9876 -1.0766 -0.3946  C9 1.091

Results
**SMILES**: CC(=O)O.CNO
**Frontier orbital gap**: 10.3 eV
**Energy relative to the best compared isomer or geometry (same formula, charge and spin)**: 58.37 kcal/mol
**Max |F|**: 2.3 eV/A
**Multiplicity**: 1
**E_tot**: -400.128467 Eh